Computed, not measured: C2H5N3O in the gas phase at a distorted geometry, with wB97M-V/def2-TZVPD.

Cartesian coordinates (Å):
1 H -0.21973 -0.88473 -1.41131
2 N 0.69013 -1.07351 -1.05895
3 C 0.84543 -0.01060 -0.28038
4 N 2.05969 0.15057 0.39337
5 C -0.19680 0.93376 0.20270
6 N -1.45817 0.71212 0.42678
7 O -2.02715 -0.45979 0.21141
8 H 2.76413 -0.52174 -0.02881
9 H 2.01896 0.28446 1.38660
10 H 0.08863 1.92709 0.40296
11 H -1.36816 -1.18996 0.09703

The value obtained for the orbital gap is 10.1 eV. As for the LUMO energy: 0.29 eV. As for the HOMO energy: -9.86 eV. The largest force on an atom is 3.42 eV/Å. The net charge is 0. The energy above the lowest of the compared OMol25 structures with the same formula, charge and spin is 318.2 kJ/mol. The SMILES is [H]/N=C(N)\C=N/O.